{
  "formula": "C4H28NO11",
  "method": "wB97M-V/def2-TZVPD",
  "elements": ["C", "O", "C", "C", "C", "O", "N", "H", "H", "H", "H", "H", "H", "H", "H", "H", "H", "H", "H", "O", "H", "H", "O", "H", "H", "O", "H", "H", "O", "H", "H", "O", "H", "H", "O", "H", "H", "O", "H", "H", "O", "H", "H", "O"],
  "coordinates": [[-2.372696, -0.703495, 0.265727], [-1.431648, -1.758277, -0.087630], [-1.528303, 0.510766, 0.007163], [-2.413501, 1.756585, 0.208456], [-1.619711, 2.907039, -0.365579], [-0.886542, 3.552177, 0.342196], [-0.438671, 0.569372, 1.043849], [-2.523148, -0.870850, 1.331758], [-3.254229, -0.890766, -0.337073], [-1.543587, -2.584483, 0.383897], [-1.060239, 0.571913, -0.969080], [-2.528267, 1.951971, 1.275529], [-3.410262, 1.554100, -0.151337], [-1.643048, 2.925081, -1.459278], [-0.280411, 1.525831, 1.350998], [-0.690611, 0.034683, 1.879909], [0.401326, 0.166858, 0.641391], [-0.568620, -2.849901, 2.775579], [0.052856, -2.021374, 1.567177], [-0.334525, -1.971299, 2.450581], [2.199543, 2.077421, 1.758378], [1.898228, 1.816150, 3.288525], [1.565477, 1.694512, 2.385313], [1.928289, 0.198397, -2.215027], [2.649836, -0.171287, -3.367810], [2.020737, 0.519692, -3.129686], [0.355813, 1.404454, -2.590932], [-0.505018, 1.145095, -3.783926], [-0.551660, 1.486253, -2.886503], [1.992180, 2.544852, -0.635911], [3.350607, 2.348606, -0.085748], [2.538758, 1.868374, -0.209416], [1.723293, -0.692566, 3.206571], [3.157661, -1.199094, 2.692542], [2.222218, -1.137601, 2.506539], [1.756245, -3.849833, 0.308181], [2.051916, -2.576046, 1.206460], [1.468896, -2.965427, 0.534041], [0.339834, -0.873519, -1.723102], [1.083669, -1.627297, -0.625341], [1.094132, -0.772535, -1.126555], [-2.265664, -1.296099, -3.057059], [-1.729013, -2.125916, -1.903916], [-2.272140, -2.192516, -2.699854]],
  "forces_ev_per_a": [[1.95, -2.38, -0.12], [0.43, -0.11, -0.57], [-1.58, 1.34, 1.03], [0.45, 0.16, 0.87], [-0.49, -0.66, 0.05], [0.10, 0.05, -0.28], [-0.89, -0.25, -0.42], [-0.67, 0.61, 0.10], [-0.27, 0.74, -0.01], [-0.53, -0.05, 0.23], [-0.13, -0.45, -0.12], [-0.02, -0.07, 0.16], [-0.17, 0.29, -0.71], [0.18, 0.69, -0.21], [0.54, 0.33, -0.03], [0.09, -0.21, -0.01], [0.72, 0.01, -0.05], [0.30, 0.15, -0.30], [0.09, -0.84, 0.27], [-0.71, 0.62, 0.54], [-0.14, -0.26, 0.12], [-0.03, 0.25, -0.53], [-0.04, 0.16, 0.73], [-0.14, 0.43, 0.21], [0.16, 0.26, -0.93], [0.60, -0.44, 0.28], [0.50, 0.08, -0.27], [0.03, 0.05, -0.19], [-0.61, -0.11, 0.23], [-0.09, -0.17, -0.05], [0.91, 0.11, -0.05], [-0.71, 0.32, -0.01], [0.59, -0.31, -0.15], [0.17, 0.43, 0.56], [-0.23, -0.39, -0.59], [0.23, -0.17, 0.03], [-0.05, -0.17, 0.08], [-0.26, 0.35, -0.16], [0.10, 0.00, -0.10], [0.45, 0.44, -0.28], [-0.71, -0.88, 0.85], [-0.10, -0.15, -0.16], [-0.13, -0.12, 0.13], [0.10, 0.33, -0.16]],
  "nbo_charge": [-0.087, -0.783, -0.087, -0.532, 0.436, -0.526, -0.714, 0.202, 0.232, 0.498, 0.267, 0.227, 0.253, 0.166, 0.474, 0.454, 0.474, 0.498, 0.500, -0.999, 0.506, 0.486, -0.994, 0.489, 0.481, -0.990, 0.490, 0.496, -0.975, 0.482, 0.482, -0.949, 0.505, 0.491, -0.982, 0.505, 0.519, -0.998, 0.486, 0.522, -0.995, 0.461, 0.472, -0.944],
  "homo_lumo_gap_ev": 10.56,
  "charge": 1
}

=====

{
  "formula": "C4H29N3O10",
  "method": "wB97M-V/def2-TZVPD",
  "elements": ["C", "N", "C", "O", "C", "N", "C", "N", "H", "H", "H", "H", "H", "H", "H", "H", "H", "H", "H", "O", "H", "H", "O", "H", "H", "O", "H", "H", "O", "H", "H", "O", "H", "H", "O", "H", "H", "O", "H", "H", "O", "H", "H", "O", "H", "H"],
  "coordinates": [[-0.486091, -2.592879, -1.086751], [0.863321, -2.325215, -0.591518], [1.332380, -1.097244, -0.247026], [2.547564, -0.934501, -0.143178], [0.335070, -0.003633, 0.038693], [0.625972, 0.769154, 1.250657], [0.863289, 2.214032, 1.042142], [2.092446, 2.632483, 0.434811], [-0.581240, -3.660722, -1.260057], [-0.690486, -2.075327, -2.015037], [-1.235431, -2.341012, -0.348017], [1.576185, -2.976480, -0.882670], [-0.659846, -0.422533, 0.147565], [0.306970, 0.646850, -0.836715], [1.441209, 0.395296, 1.725854], [0.028222, 2.594717, 0.454825], [0.790625, 2.666691, 2.027237], [2.886539, 2.267516, 0.951668], [2.209828, 2.258256, -0.506584], [-1.421627, -0.768175, 2.657245], [-0.791551, -0.061722, 2.410562], [-0.824227, -1.546895, 2.685814], [-3.485401, -0.346521, 0.873619], [-3.110313, -0.520971, -0.013639], [-2.761918, -0.614308, 1.484308], [0.567941, -2.788771, 2.506338], [0.543730, -3.668067, 2.898803], [0.712908, -2.938958, 1.560036], [-2.536924, -0.384082, -1.760487], [-2.363607, 0.585097, -1.743376], [-3.342441, -0.514629, -2.278892], [3.640063, 0.308952, 2.141057], [3.864564, -0.410050, 2.743752], [3.530735, -0.088750, 1.256354], [2.516489, 1.125688, -2.134868], [1.764243, 0.689875, -2.567330], [2.857041, 0.495738, -1.486193], [-1.969243, 2.282224, -1.771190], [-2.323913, 2.381033, -0.846142], [-1.125769, 2.757816, -1.771830], [-2.691688, 2.246862, 0.829870], [-3.176530, 1.382049, 0.886804], [-1.874370, 2.109509, 1.320808], [0.143955, -0.083838, -3.175834], [-0.700045, 0.143602, -2.767544], [0.111360, 0.211856, -4.093954]],
  "forces_ev_per_a": [[0.07, -0.38, 0.06], [-0.46, 0.05, 0.01], [0.44, -0.41, -0.06], [-0.04, 0.10, 0.14], [-0.24, 0.24, 0.41], [0.06, 0.07, -0.17], [-0.03, -0.19, 0.15], [0.41, -0.28, -0.27], [0.12, -0.12, -0.03], [-0.03, 0.11, -0.06], [-0.12, 0.18, 0.12], [0.18, 0.15, -0.04], [-0.13, -0.18, -0.15], [0.13, 0.02, -0.03], [0.09, -0.02, 0.06], [-0.06, 0.05, -0.12], [0.02, 0.10, 0.14], [-0.07, 0.20, 0.27], [-0.29, 0.22, 0.00], [0.54, -0.30, -0.10], [-0.05, 0.12, -0.01], [-0.45, 0.23, 0.12], [0.43, -0.16, -0.26], [-0.33, 0.03, 0.24], [-0.28, 0.00, 0.18], [0.06, -0.19, -0.17], [-0.02, 0.07, 0.08], [0.02, 0.08, 0.03], [-0.03, 0.06, -0.19], [-0.18, 0.00, -0.17], [0.18, 0.14, 0.06], [-0.03, -0.03, -0.09], [-0.01, 0.09, -0.21], [-0.01, -0.08, 0.36], [0.08, 0.21, -0.25], [0.14, -0.04, 0.15], [-0.06, -0.14, -0.14], [0.10, 0.03, 0.23], [0.24, 0.15, -0.11], [-0.26, -0.13, -0.05], [-0.24, -0.08, -0.17], [0.26, 0.15, 0.17], [-0.05, -0.05, 0.11], [0.31, -0.03, -0.20], [-0.22, -0.03, -0.20], [-0.17, -0.03, 0.15]],
  "nbo_charge": [-0.427, -0.628, 0.708, -0.695, -0.367, -0.688, -0.051, -0.858, 0.210, 0.227, 0.212, 0.408, 0.214, 0.238, 0.400, 0.158, 0.191, 0.367, 0.385, -1.002, 0.494, 0.500, -0.999, 0.486, 0.505, -0.959, 0.484, 0.486, -1.003, 0.509, 0.490, -0.979, 0.476, 0.501, -0.984, 0.490, 0.487, -1.007, 0.515, 0.487, -0.985, 0.513, 0.477, -0.974, 0.501, 0.490],
  "homo_lumo_gap_ev": 9.03,
  "smiles": "CNC(=O)CNCN.O.O.O.O.O.O.O.O.O"
}

=====

{
  "formula": "C4H29O16",
  "method": "wB97M-V/def2-TZVPD",
  "elements": ["O", "C", "O", "C", "C", "C", "O", "O", "H", "H", "H", "H", "H", "H", "H", "O", "H", "H", "O", "H", "H", "O", "H", "H", "O", "H", "H", "O", "H", "H", "O", "H", "H", "O", "H", "H", "O", "H", "H", "O", "H", "H", "O", "H", "H", "O", "H", "H", "O"],
  "coordinates": [[2.624465, -1.260027, -2.455757], [1.435288, -1.399951, -2.634623], [0.979977, -0.688412, -3.728113], [0.468259, -2.375704, -2.086185], [-0.925865, -1.788336, -2.173912], [-1.141860, -0.625181, -1.205493], [-2.231568, -0.152957, -0.846227], [-0.040718, -0.210748, -0.686787], [1.778268, -0.233275, -4.015090], [0.436131, -3.383465, -2.497142], [0.684293, -2.553195, -1.040300], [-1.168936, -1.348161, -3.142596], [-1.772661, -2.451229, -2.001759], [0.284857, 3.029739, -1.030037], [-1.003742, 3.614489, -0.540435], [-0.049338, 3.826531, -0.600158], [-1.736179, -4.104023, 0.508105], [-2.609868, -3.156045, 1.475460], [-1.769464, -3.622914, 1.332641], [2.395228, -2.741354, 0.348947], [2.181425, -3.050088, 1.758493], [2.351317, -3.514872, 0.936878], [-3.267117, 2.786670, 0.175941], [-2.568087, 1.478820, -0.352184], [-2.455699, 2.450742, -0.211102], [-0.828466, -1.885369, 1.855828], [-0.405344, -0.463485, 2.338194], [-1.018740, -1.195785, 2.475237], [2.544019, 1.310335, -2.805841], [1.327865, 1.037917, -2.035009], [1.928317, 1.772564, -2.218682], [-3.208602, -0.813212, 0.608315], [-2.997591, -2.117182, 0.100583], [-3.618250, -1.669250, 0.672687], [1.304051, -0.278353, 0.514138], [2.793096, -0.160742, 0.470976], [2.120336, -0.766995, 0.798547], [-1.341142, 2.610364, 1.848171], [-1.248835, 2.759691, 3.366382], [-1.784088, 3.010923, 2.609552], [2.083924, 0.095748, 3.081928], [1.295309, 1.368945, 2.890621], [1.896727, 0.939677, 3.518705], [1.859793, 3.792708, -0.293147], [1.246186, 3.898927, 0.988894], [1.984761, 3.461882, 0.607901], [1.032049, 2.071183, 1.176712], [-0.060026, 1.038637, 0.713688], [0.216245, 1.653818, 1.427057]],
  "forces_ev_per_a": [[-0.17, -0.60, 1.44], [1.82, 0.06, -2.59], [-1.09, -0.41, 0.61], [-1.43, 0.01, 1.06], [-1.88, 1.02, 0.01], [1.92, 0.88, 1.95], [-0.37, -0.53, -1.40], [-0.23, 0.29, -0.78], [0.03, 0.10, -0.24], [0.67, 0.22, -0.80], [0.31, 0.18, 0.24], [0.29, -0.23, -0.24], [0.28, -0.60, 0.09], [0.02, 0.00, -0.05], [0.26, 0.06, 0.11], [-1.43, 0.12, -0.87], [-0.45, -0.03, -0.16], [0.05, -0.15, -0.32], [0.57, -0.05, 0.61], [0.09, -0.20, 0.05], [-0.11, -0.11, 0.35], [0.03, 0.17, -0.39], [-0.01, -0.07, 0.14], [0.34, 0.40, -0.05], [-0.24, -0.15, -0.16], [0.34, -0.65, -0.66], [-0.03, -0.18, -0.08], [-0.22, 0.96, 0.89], [0.26, 0.50, 0.29], [-0.47, 0.11, 0.54], [0.14, -0.42, -0.41], [0.10, 0.98, 0.27], [-0.10, -0.27, -0.50], [-0.72, -1.01, 0.42], [0.56, -1.06, 0.10], [0.35, -0.12, 0.05], [-0.53, 0.98, -0.10], [0.13, -0.06, 0.10], [0.04, -0.11, -0.09], [-0.48, 0.44, 0.24], [-0.02, 0.21, 0.03], [-0.04, -0.28, 0.20], [0.17, -0.17, 0.07], [0.50, -0.39, 0.13], [-1.15, 0.65, 0.84], [2.12, -0.10, -0.30], [0.84, 0.54, -0.97], [0.09, 0.28, -0.13], [-1.16, -1.20, 0.50]],
  "nbo_charge": [-0.617, 0.823, -0.710, -0.538, -0.523, 0.818, -0.769, -0.869, 0.484, 0.250, 0.270, 0.248, 0.220, 0.476, 0.513, -1.001, 0.468, 0.508, -0.980, 0.489, 0.472, -0.965, 0.476, 0.518, -1.007, 0.483, 0.476, -0.967, 0.462, 0.488, -0.954, 0.502, 0.452, -0.951, 0.509, 0.478, -0.998, 0.508, 0.462, -0.986, 0.475, 0.483, -0.977, 0.490, 0.486, -0.952, 0.500, 0.510, -1.034],
  "homo_lumo_gap_ev": 9.70,
  "charge": -1
}

=====

For each record above, in turn, the calculated HOMO energy values are -0.487 -0.329 -0.266 hartree.
For each record above, in turn, the calculated E_tot values are -28609.0123 -29566.1556 -37382.8631 eV.
For each record above, in turn, the calculated LUMO energy values are -0.0993 0.0028 0.0903 Ha.